1.
Entry from the OMol25 dataset: C13H25N4O2OsP2 as an isolated structure in a non-equilibrium geometry (the ωB97M-V functional and the def2-TZVPD basis).

Element x y z (Å)
C  0.993  -1.232  -3.364
C  1.020  -0.842  -2.011
N  -0.125  -0.823  -1.251
C  -1.333  -1.095  -1.810
C  -1.394  -1.457  -3.162
C  -0.233  -1.561  -3.933
C  2.245  -0.231  -1.408
P  2.154  -0.121  0.451
Os  -0.053  -0.314  0.860
P  -2.278  -0.019  0.608
C  -2.612  -0.977  -0.979
O  2.149  2.167  -2.206
O  -0.171  2.061  -1.568
H  1.947  -1.238  -3.937
H  -2.409  -1.615  -3.566
H  -0.272  -1.900  -4.973
C  3.011  -1.563  1.134
C  3.182  1.315  0.863
H  -3.399  -0.464  -1.572
H  -2.994  -1.990  -0.717
H  2.376  0.977  -1.757
H  3.115  -0.790  -1.751
C  -3.334  -0.845  1.841
C  -3.107  1.564  0.329
H  -0.174  1.710  -0.591
H  -0.449  2.999  -1.425
H  1.104  2.111  -2.074
H  2.578  2.091  -3.088
H  -0.322  -1.960  1.098
H  -0.492  1.357  0.996
H  4.023  -1.649  0.712
H  3.056  -1.370  2.219
H  2.404  -2.457  0.907
H  4.250  1.062  0.778
H  2.940  2.184  0.233
H  2.965  1.535  1.912
H  -4.108  1.443  -0.078
H  -3.180  2.066  1.289
H  -2.501  2.179  -0.330
H  -4.403  -0.764  1.593
H  -3.047  -1.903  1.921
H  -3.141  -0.341  2.798
N  0.021  0.076  2.710
C  0.025  0.162  3.879
N  0.019  0.697  5.021
C  -0.005  0.111  6.163
N  -0.039  -0.350  7.237

- 2S+1 = 5
- ⟨S²⟩ = 6.05
- charge = +1
- Kohn-Sham gap (spin up / spin down) (eV) = 5.0 / 4.5
- maximum force (eV/A) = 5.05
- molar mass (g mol⁻¹) = 521.55
- ΔE to the lowest compared entry with this formula, charge and spin (kcal/mol) = 41.4

Löwdin atomic charge list, values in e, 6 entries:
1. C -0.046
2. C -0.349
3. N -0.143
4. C -0.366
5. C -0.032
6. C -0.108



2.
Entry from the OMol25 dataset: C25H38FN4O5PS5SbW as an isolated structure (the ωB97M-V functional and the def2-TZVPD basis).

Element x y z (Å)
W  -0.087  -1.054  -0.846
O  -0.726  1.388  -5.844
C  -1.674  1.946  -5.075
C  -2.414  2.991  -5.629
C  -3.407  3.611  -4.899
C  -3.687  3.208  -3.594
C  -2.952  2.184  -3.038
C  -1.943  1.537  -3.757
C  -1.154  0.490  -3.099
O  -1.336  0.277  -1.822
N  -0.268  -0.177  -3.775
N  0.472  -1.005  -2.946
C  1.344  -1.754  -3.537
S  1.444  -1.886  -5.269
C  2.851  -3.037  -5.215
C  2.726  -3.874  -3.956
S  2.397  -2.733  -2.591
H  -0.303  0.664  -5.331
H  -2.185  3.294  -6.642
H  -3.971  4.418  -5.349
H  -4.467  3.695  -3.025
H  -3.143  1.857  -2.024
H  3.779  -2.466  -5.221
H  2.800  -3.651  -6.114
H  3.645  -4.408  -3.722
H  1.903  -4.586  -4.008
N  -1.860  -1.372  0.537
C  -2.718  -0.185  0.657
C  -1.820  1.011  0.968
N  -0.424  0.731  0.548
H  -2.366  -2.159  0.142
H  -1.506  -1.639  1.457
H  -3.461  -0.318  1.445
H  -3.229  -0.050  -0.293
H  -1.826  1.221  2.038
H  -2.175  1.898  0.448
H  0.159  0.609  1.376
H  -0.064  1.528  0.031
S  1.854  -5.407  -0.770
Sb  0.143  -4.321  0.202
S  1.145  -2.068  0.877
S  -0.961  -3.096  -1.712
C  3.259  -1.515  5.250
C  2.209  -1.593  4.168
O  0.940  -1.197  4.726
P  -0.051  -0.215  3.901
O  -0.761  0.506  5.180
C  0.057  1.369  5.981
C  -0.845  2.195  6.866
O  -1.298  -1.165  3.493
C  -1.851  -2.133  4.419
C  -1.500  -3.528  3.960
H  4.220  -1.851  4.859
H  2.990  -2.149  6.095
H  3.372  -0.490  5.608
H  2.107  -2.607  3.781
H  2.458  -0.948  3.323
H  0.659  2.013  5.329
H  0.740  0.756  6.574
H  -1.517  2.809  6.266
H  -0.249  2.852  7.501
H  -1.446  1.548  7.505
H  -2.928  -1.969  4.429
H  -1.467  -1.936  5.419
H  -1.883  -3.723  2.956
H  -1.934  -4.266  4.637
H  -0.418  -3.665  3.944
F  1.366  5.244  -3.409
C  1.508  4.040  -2.814
C  1.438  3.958  -1.442
C  1.574  2.708  -0.848
C  1.754  1.539  -1.598
C  1.808  0.196  -0.929
C  1.883  1.694  -2.982
C  1.750  2.928  -3.596
H  1.301  4.855  -0.852
H  1.587  2.654  0.236
H  2.131  0.331  0.105
H  2.575  -0.425  -1.392
H  2.099  0.833  -3.600
H  1.830  3.034  -4.670

- 2S+1 = 2
- ⟨S²⟩ = 0.76
- charge = 0
- Kohn-Sham gap (spin up / spin down) (eV) = 6.0 / 6.6
- maximum force (eV/A) = 0.30
- molar mass (g mol⁻¹) = 990.51
- ΔE to the lowest compared entry with this formula, charge and spin (kcal/mol) = 0.0

Löwdin atomic charge list, values in e, 6 entries:
1. W 1.074
2. O 0.059
3. C -0.263
4. C -0.008
5. C -0.076
6. C -0.089



3.
Entry from the OMol25 dataset: a 2-piece molecular cluster, CH2F3O2P overall in a non-equilibrium geometry (the ωB97M-V functional and the def2-TZVPD basis).

Element x y z (Å)
C  3.548  -0.451  -0.158
O  -0.437  0.731  -0.387
O  1.374  -0.758  0.511
F  4.304  0.009  0.877
F  3.206  0.639  -0.823
F  4.038  -1.420  -0.854
P  0.768  0.686  0.665
H  -0.125  0.184  -1.098
H  0.093  0.531  1.941

- charge = 0
- Kohn-Sham gap (spin up / spin down) (eV) = 9.3 / 6.6
- maximum force (eV/A) = 2.93
- molar mass (g mol⁻¹) = 133.99
- ΔE to the lowest compared entry with this formula, charge and spin (kcal/mol) = 87.9

Löwdin atomic charge list, values in e, 6 entries:
1. C -0.456
2. O -0.289
3. O -0.421
4. F 0.111
5. F 0.086
6. F 0.205



4.
Entry from the OMol25 dataset: one molecule with the formula C5H8O (the ωB97M-V functional and the def2-TZVPD basis).

Element x y z (Å)
C  -0.688  0.747  1.428
C  -0.379  0.340  -0.007
C  0.703  1.208  -0.610
C  0.073  -1.101  -0.102
C  0.391  -1.706  -1.228
O  1.068  1.169  -1.751
H  -1.269  0.455  -0.640
H  1.186  1.893  0.118
H  0.173  -1.613  0.853
H  -1.056  1.772  1.469
H  0.199  0.666  2.044
H  -1.455  0.098  1.850
H  0.730  -2.728  -1.247
H  0.325  -1.201  -2.178

- charge = 0
- Kohn-Sham gap (eV) = 10.4
- maximum force (eV/A) = 0.45
- molar mass (g mol⁻¹) = 84.12
- ΔE to the lowest compared entry with this formula, charge and spin (kcal/mol) = 28.0

Löwdin atomic charge list, values in e, 6 entries:
1. C -0.083
2. C -0.353
3. C -0.242
4. C -0.151
5. C 0.019
6. O 0.065



5.
Entry from the OMol25 dataset: one molecule with the formula C4H8O in a non-equilibrium geometry (the ωB97M-V functional and the def2-TZVPD basis).

Element x y z (Å)
C  -2.048  0.356  -0.037
C  -0.833  -0.532  0.232
C  0.441  0.176  -0.059
C  2.730  -0.151  -0.233
O  1.488  -0.528  -0.372
H  -2.962  -0.099  0.358
H  -1.929  1.332  0.449
H  -2.181  0.533  -1.108
H  -0.886  -1.459  -0.352
H  -0.854  -0.842  1.292
H  0.627  1.197  0.277
H  3.467  -0.729  -0.760
H  2.925  0.774  0.296

- charge = 0
- Kohn-Sham gap (spin up / spin down) (eV) = 8.0 / 8.3
- maximum force (eV/A) = 1.23
- molar mass (g mol⁻¹) = 72.11
- ΔE to the lowest compared entry with this formula, charge and spin (kcal/mol) = 81.8

Löwdin atomic charge list, values in e, 6 entries:
1. C -0.119
2. C -0.244
3. C -0.181
4. C -0.045
5. O -0.092
6. H 0.069



6.
Entry from the OMol25 dataset: a 2-piece molecular cluster, C7H10 overall (the ωB97M-V functional and the def2-TZVPD basis).

Element x y z (Å)
C  0.246  1.352  0.932
C  -0.740  1.566  -0.186
C  0.762  1.370  -0.477
C  0.460  0.093  -1.304
C  0.421  -1.397  -0.834
C  -1.035  -1.117  -0.450
C  -0.930  0.184  -0.795
H  0.496  2.241  1.507
H  0.219  0.435  1.519
H  -1.354  2.458  -0.260
H  1.478  2.120  -0.798
H  0.642  0.245  -2.372
H  1.062  -1.553  0.045
H  0.643  -2.167  -1.580
H  -1.778  -1.711  0.074
H  -0.053  -2.213  2.332
H  -0.657  -1.955  2.681

- charge = 0
- Kohn-Sham gap (eV) = 9.7
- maximum force (eV/A) = 0.36
- molar mass (g mol⁻¹) = 94.16
- ΔE to the lowest compared entry with this formula, charge and spin (kcal/mol) = 125.4

Löwdin atomic charge list, values in e, 6 entries:
1. C -0.085
2. C -0.133
3. C -0.158
4. C -0.212
5. C -0.122
6. C -0.041